{"formula": "C42H56N5O2P3SV", "method": "ωB97M-V with the def2-TZVPD basis set", "e_homo_ev": [-6.5942, -6.2120], "spin_multiplicity": 2, "total_charge": 0, "orbital_gap_ev": [7.3, 6.9], "species": ["V", "C", "C", "C", "P", "C", "C", "C", "C", "C", "C", "C", "C", "C", "N", "C", "C", "C", "C", "C", "C", "P", "C", "C", "C", "C", "C", "C", "H", "H", "H", "H", "H", "H", "H", "H", "H", "H", "H", "H", "H", "H", "H", "H", "H", "H", "H", "H", "H", "H", "H", "H", "H", "H", "H", "H", "H", "H", "H", "H", "H", "H", "H", "H", "N", "C", "C", "C", "C", "C", "C", "S", "O", "O", "N", "C", "N", "C", "C", "C", "N", "H", "H", "H", "H", "H", "H", "H", "H", "H", "C", "P", "C", "C", "C", "C", "C", "C", "C", "H", "H", "H", "H", "H", "H", "H", "H", "H", "H", "H"], "coordinates": [[0.484, -0.318, -0.038], [0.758, -0.156, -5.006], [0.011, -0.739, -3.802], [-1.342, -1.310, -4.245], [-0.100, 0.368, -2.278], [-1.260, 1.771, -2.669], [-1.321, 2.292, -4.107], [-1.058, 2.935, -1.689], [1.621, 0.987, -2.336], [2.093, 2.194, -2.838], [3.445, 2.489, -2.832], [4.336, 1.555, -2.316], [3.892, 0.348, -1.816], [2.524, 0.040, -1.802], [1.935, -1.062, -1.165], [2.652, -2.195, -0.778], [3.802, -2.657, -1.435], [4.497, -3.755, -0.961], [4.061, -4.432, 0.170], [2.863, -4.053, 0.758], [2.132, -2.969, 0.282], [0.372, -2.564, 0.596], [-0.397, -3.928, -0.424], [0.123, -5.338, -0.161], [-1.920, -3.897, -0.275], [-0.209, -2.984, 2.325], [-0.978, -1.787, 2.908], [0.884, -3.413, 3.308], [0.932, -0.958, -5.729], [1.726, 0.259, -4.735], [0.179, 0.616, -5.509], [0.617, -1.557, -3.406], [-2.123, -0.547, -4.277], [-1.682, -2.108, -3.586], [-1.254, -1.731, -5.249], [-2.237, 1.338, -2.433], [-0.374, 2.732, -4.422], [-2.082, 3.076, -4.154], [-1.598, 1.526, -4.827], [-0.087, 3.409, -1.819], [-1.137, 2.606, -0.654], [-1.830, 3.688, -1.871], [1.406, 2.915, -3.258], [3.802, 3.435, -3.219], [5.396, 1.780, -2.284], [4.600, -0.327, -1.357], [4.138, -2.150, -2.330], [5.389, -4.088, -1.480], [4.617, -5.276, 0.558], [2.494, -4.628, 1.592], [-0.137, -3.632, -1.445], [0.050, -5.595, 0.902], [1.157, -5.462, -0.475], [-0.487, -6.057, -0.715], [-2.231, -4.344, 0.673], [-2.399, -4.467, -1.076], [-2.298, -2.879, -0.309], [-0.912, -3.808, 2.203], [-0.285, -1.080, 3.360], [-1.686, -2.123, 3.672], [-1.541, -1.246, 2.144], [1.719, -2.711, 3.288], [1.257, -4.413, 3.094], [0.473, -3.427, 4.321], [3.568, 4.850, 5.765], [3.080, 3.960, 4.820], [3.098, 2.584, 5.068], [2.636, 1.694, 4.118], [2.164, 2.169, 2.909], [2.173, 3.528, 2.626], [2.622, 4.420, 3.582], [1.638, 1.083, 1.630], [2.510, 1.381, 0.520], [1.659, -0.312, 2.078], [0.123, 1.404, 1.142], [-0.835, 1.647, 2.135], [-0.496, 1.517, 3.426], [-1.402, 1.822, 4.345], [-2.675, 2.254, 4.023], [-2.939, 2.337, 2.668], [-2.046, 2.042, 1.730], [3.607, 4.531, 6.717], [3.306, 5.814, 5.660], [3.477, 2.217, 6.015], [2.637, 0.627, 4.311], [1.835, 3.880, 1.659], [2.632, 5.484, 3.370], [-1.086, 1.698, 5.377], [-3.411, 2.509, 4.773], [-3.915, 2.650, 2.305], [-4.173, -1.014, 1.089], [-3.337, -0.031, -0.243], [-3.723, -1.159, -1.674], [-4.674, 1.206, -0.567], [-4.371, 2.567, -0.497], [-5.344, 3.529, -0.747], [-6.635, 3.143, -1.071], [-6.948, 1.790, -1.155], [-5.975, 0.833, -0.908], [-5.214, -1.215, 0.833], [-4.136, -0.461, 2.031], [-3.652, -1.961, 1.231], [-4.517, -1.872, -1.447], [-2.823, -1.704, -1.935], [-4.021, -0.560, -2.535], [-3.361, 2.861, -0.234], [-5.093, 4.582, -0.684], [-7.397, 3.889, -1.261], [-7.953, 1.480, -1.413], [-6.240, -0.216, -0.994]]}